Formula: C26H16F3N14O2SV
Source: the Open Molecules 2025 dataset
Level of theory: ωB97M-V/def2-TZVPD

XYZ file:
```
63
Properties=species:S:1:pos:R:3:forces:R:3
V 0.1691 0.5195 -0.3071 -0.433 0.850 -0.090
O 0.7673 -1.1993 -4.0038 0.046 0.032 -0.123
C 0.3335 -0.8161 -2.9321 0.100 -0.123 0.249
N 0.9979 -0.5432 -1.7928 0.084 -0.125 -0.137
C 2.3649 -0.6878 -1.5780 -0.152 0.012 0.023
C 3.3889 -0.7656 -2.5134 0.013 0.060 -0.025
C 4.6986 -0.8382 -2.0548 -0.010 0.005 0.034
C 4.9815 -0.8424 -0.6937 -0.020 -0.005 -0.063
C 3.9539 -0.7994 0.2418 0.052 0.075 0.057
C 2.6459 -0.7264 -0.2048 -0.272 -0.163 0.193
N 1.4524 -0.7355 0.5917 0.286 -0.524 0.064
C 1.3709 -1.7438 1.5218 0.038 0.559 -0.014
O 2.3240 -2.3717 1.9555 0.166 -0.140 -0.035
C 0.0156 -2.0921 2.0920 -0.009 -0.059 -0.189
C -0.0344 -2.5261 3.4122 -0.025 -0.043 0.079
C -1.2598 -2.8698 3.9480 0.005 -0.024 0.021
C -2.3825 -2.8098 3.1344 -0.012 0.016 0.018
C -2.2211 -2.4026 1.8222 0.056 0.026 -0.015
N -1.0495 -2.0312 1.3058 -0.133 -0.009 -0.074
C -1.1391 -0.7006 -2.6591 0.216 0.035 0.437
C -2.0915 -0.8964 -3.6309 -0.126 -0.116 -0.121
C -3.4208 -0.8857 -3.2504 -0.084 -0.013 -0.100
C -3.7395 -0.7039 -1.9142 -0.052 0.029 0.022
C -2.7225 -0.4710 -1.0109 0.280 -0.207 0.183
N -1.4328 -0.4635 -1.3714 -0.558 0.166 -0.452
H 3.1521 -0.7535 -3.5668 0.004 0.005 0.006
H 5.5087 -0.8804 -2.7726 -0.001 0.000 0.004
H 6.0091 -0.8891 -0.3536 -0.024 0.002 -0.016
H 4.1664 -0.8297 1.2999 -0.021 -0.013 -0.011
H 0.8848 -2.5817 3.9784 -0.018 0.006 0.009
H -1.3401 -3.1922 4.9786 -0.003 0.022 -0.003
H -3.3656 -3.0689 3.5057 0.030 -0.017 -0.009
H -3.0752 -2.3751 1.1537 0.014 0.035 -0.027
H -1.7637 -1.0649 -4.6471 0.000 0.017 0.022
H -4.2034 -1.0233 -3.9872 0.018 -0.008 0.030
H -4.7638 -0.6879 -1.5681 0.016 -0.033 -0.025
H -2.9314 -0.3093 0.0366 0.035 0.116 -0.019
N 2.7150 3.0993 -0.5511 0.022 -0.014 0.042
C 2.3170 2.7692 0.7094 0.161 0.184 -0.142
N 2.7455 3.2750 1.8749 -0.149 -0.171 0.173
N 1.9906 2.6810 2.8024 0.079 0.043 -0.235
N 1.1820 1.8861 2.1956 0.189 0.110 0.053
N 1.3581 1.8884 0.8788 -0.338 -0.169 0.233
C 1.8194 2.8681 -1.5870 0.106 -0.109 0.256
N 1.8533 3.5264 -2.7187 -0.151 0.000 -0.277
N 0.8172 3.0187 -3.4269 0.015 -0.073 0.146
N 0.2031 2.1152 -2.7554 0.255 0.054 0.117
N 0.8219 1.9796 -1.5475 0.089 0.471 -0.730
H 3.3458 3.8734 -0.6692 -0.019 0.038 0.002
F -4.6942 2.2877 1.3560 -0.010 -0.063 -0.005
C -3.8801 2.8147 2.2982 -0.011 0.179 0.055
F -3.8199 4.1417 2.0108 0.038 0.014 -0.007
F -4.5690 2.7388 3.4720 -0.028 0.018 -0.047
C -2.5777 2.1328 2.4129 0.255 -0.082 0.120
C -1.9918 1.9143 3.7002 -0.054 0.064 -0.047
C -0.7483 1.4183 3.8516 0.062 0.032 -0.063
C -0.0104 0.9606 2.6561 -0.417 -0.048 -0.233
N -0.7689 0.9086 1.4524 -0.253 -0.560 0.698
C -1.8257 1.7611 1.3061 0.025 0.004 0.070
S -1.9761 2.3215 -0.3163 0.506 -0.457 0.021
H -2.5577 2.1951 4.5808 0.007 -0.020 -0.030
H -0.2866 1.2879 4.8215 -0.070 -0.021 -0.029
H 0.4900 0.0178 2.8539 0.185 0.134 -0.046
```
Positions in Å, forces in eV/Å.

The value obtained for the energy relative to the best compared isomer or geometry (same formula, charge and spin) is 51.0 kcal per mole. As for the net charge: -1. The largest force on an atom is 0.958 eV/Å. As for the spin multiplicity: 2. Its HOMO-LUMO gap (alpha / beta) is 5.614 / 6.307 eV. The expectation value of S² is 0.774.

Charges in e, computed with natural (NBO), in the same order as the atoms:
1 V 1.4780
2 O -0.6071
3 C 0.6533
4 N -0.6444
5 C 0.0923
6 C -0.2216
7 C -0.2122
8 C -0.2354
9 C -0.2129
10 C 0.1782
11 N -0.6925
12 C 0.6407
13 O -0.6174
14 C 0.1204
15 C -0.2144
16 C -0.1725
17 C -0.2480
18 C 0.0416
19 N -0.3903
20 C 0.1703
21 C -0.2223
22 C -0.1364
23 C -0.2566
24 C 0.1129
25 N -0.4614
26 H 0.2446
27 H 0.2050
28 H 0.2048
29 H 0.2310
30 H 0.2397
31 H 0.2131
32 H 0.2161
33 H 0.1889
34 H 0.2470
35 H 0.2145
36 H 0.2236
37 H 0.2253
38 N -0.5750
39 C 0.4831
40 N -0.3213
41 N -0.0010
42 N 0.0253
43 N -0.3363
44 C 0.4584
45 N -0.3702
46 N -0.0630
47 N -0.1053
48 N -0.4341
49 H 0.4289
50 F -0.3353
51 C 0.9947
52 F -0.3406
53 F -0.3497
54 C -0.4127
55 C -0.0990
56 C -0.3436
57 C 0.1158
58 N -0.6956
59 C 0.1542
60 S -0.1180
61 H 0.2186
62 H 0.2130
63 H 0.2130